{
  "formula": "C13H34BF2N3PdSi",
  "method": "ωB97M-V/def2-TZVPD",
  "homo_lumo_gap_ev": 7.66,
  "homo_ev": -7.225,
  "e_tot_ha": -1322.1055,
  "e_above_lowest_ev": 0.000,
  "elements": ["H", "H", "C", "C", "H", "H", "H", "H", "Pd", "H", "H", "F", "H", "H", "H", "C", "C", "H", "H", "H", "H", "C", "C", "H", "H", "H", "C", "H", "H", "H", "N", "H", "H", "F", "H", "Si", "H", "C", "H", "H", "H", "C", "C", "H", "H", "N", "C", "N", "C", "B", "C", "H", "H", "H", "H"],
  "positions_angstrom": [[-3.34107, -2.10652, -2.52432], [1.37043, -0.83670, 4.39241], [-0.85256, 2.60423, 3.26264], [-0.82336, -2.06299, -3.58080], [-2.68091, -0.13232, -3.69758], [0.18069, -1.72365, 2.48701], [-1.11429, 0.64414, -3.47910], [-0.39285, -3.01955, -3.27511], [-0.62184, 0.22379, 0.91928], [-2.23800, -3.04578, -1.51898], [1.77324, -1.16059, -3.52350], [-2.18274, 2.48710, 0.11086], [3.29732, -0.60311, -2.84149], [-0.24338, 0.90108, 5.03693], [-2.93058, -1.54362, -0.90003], [0.31703, -2.77349, -0.40985], [2.33097, -1.06124, -2.59430], [-2.07257, 0.98158, 3.13406], [-1.65475, 3.11490, 2.72703], [2.06104, 0.51000, 0.45554], [1.50020, 2.74462, 0.90178], [-1.35689, -1.24515, -2.39833], [2.52186, -0.07862, -0.34141], [2.53485, -2.06706, -2.21733], [-0.06754, -1.52139, -4.15038], [-0.52903, -3.18830, 0.14061], [-2.53119, -2.02856, -1.78955], [0.94471, 1.16506, -3.12907], [1.61502, -1.19109, 1.92503], [2.31460, 1.74520, -2.18548], [0.74914, -0.89283, 2.35599], [-2.31684, 0.71597, -2.19936], [1.32011, 2.64360, 3.25584], [-3.41112, 0.63149, -0.07908], [-0.07265, 3.16564, 0.73249], [-0.07638, -0.99721, -0.97070], [0.50813, -3.41861, -1.27187], [1.36453, 1.20009, -2.12243], [2.79564, -1.05852, 0.06467], [3.45478, 0.42120, -0.62994], [0.67524, 1.77695, -1.49925], [0.48929, 3.07767, 2.69873], [0.94790, -0.18862, 3.61645], [1.65239, 0.62433, 3.45261], [-1.02640, -0.51898, 4.34935], [-1.07907, 1.16352, 3.11183], [1.59457, -0.20491, -1.55868], [0.58137, 2.65533, 1.31401], [-0.39278, 0.33807, 4.10747], [-2.18232, 1.12137, 0.16747], [-1.89040, 0.07333, -2.96656], [-0.91236, 2.90473, 4.31733], [0.54461, 4.16244, 2.85486], [-1.64361, -2.28543, -4.27383], [1.19776, -2.84259, 0.23603]],
  "forces_ev_per_a": [[-0.0010, -0.0037, 0.0061], [0.0193, 0.0353, 0.0210], [0.0904, 0.0859, 0.0219], [0.0509, -0.0481, -0.0390], [-0.0134, 0.0006, 0.0117], [0.0626, -0.0490, 0.0277], [0.0101, -0.0309, -0.0088], [0.0089, 0.0161, 0.0166], [0.2471, -0.1196, 1.0669], [0.0173, 0.0038, -0.0166], [0.0252, 0.0169, 0.0069], [-0.1234, 0.0062, -0.0023], [0.0019, -0.0120, 0.0070], [0.0126, -0.0462, 0.0311], [-0.0160, 0.0268, 0.0221], [0.1492, 0.0119, -0.0068], [0.0696, 0.0384, -0.0174], [-0.0135, -0.0028, 0.1226], [0.0350, 0.0123, -0.0401], [0.0141, 0.0308, -0.0212], [0.0575, 0.1241, 0.1647], [0.0485, -0.0204, -0.0176], [0.0142, 0.0412, 0.0461], [-0.0179, 0.0040, 0.0044], [-0.0395, 0.0131, -0.0014], [-0.0076, -0.0177, -0.0155], [-0.0103, -0.0245, -0.0243], [-0.0077, -0.0071, 0.0099], [0.0650, 0.0450, 0.0882], [-0.0054, 0.0021, -0.0231], [-0.0108, -0.2992, -0.3753], [-0.0418, 0.0089, -0.0383], [-0.0143, -0.0082, 0.0482], [-0.0765, 0.0987, 0.1515], [-0.0471, -0.1199, -0.0447], [-0.5793, 0.4091, -0.1502], [-0.0044, -0.0390, 0.0367], [-0.0368, -0.0021, -0.0477], [-0.0062, 0.0011, -0.0220], [0.0110, -0.0393, -0.0217], [0.0350, 0.0078, 0.0256], [-0.1975, -0.1291, -0.0759], [-0.0193, -0.0518, 0.1178], [-0.0035, 0.0120, -0.0720], [-0.0351, 0.0133, -0.0460], [0.0162, 0.0119, -0.0828], [0.0238, -0.1970, 0.0257], [0.1821, 0.1822, -0.1853], [-0.0070, 0.0404, 0.0441], [0.0759, -0.0700, -0.7188], [0.0629, 0.0194, 0.0004], [-0.0533, -0.0224, 0.0039], [0.0034, 0.0071, -0.0283], [-0.0125, -0.0062, 0.0245], [-0.0085, 0.0397, -0.0104]]
}

---

{
  "formula": "C13H34ClIN3OP2Sn",
  "method": "ωB97M-V/def2-TZVPD",
  "homo_lumo_gap_ev": 3.57,
  "charge": 3,
  "homo_ev": -15.194,
  "e_tot_ha": -2409.0329,
  "e_above_lowest_ev": 0.344,
  "elements": ["P", "H", "H", "H", "H", "H", "C", "C", "C", "H", "H", "H", "N", "N", "H", "H", "C", "N", "C", "H", "H", "P", "Cl", "H", "H", "C", "C", "O", "Sn", "H", "H", "H", "C", "H", "H", "H", "H", "H", "H", "H", "H", "H", "C", "C", "H", "H", "H", "I", "H", "C", "H", "C", "H", "C", "H", "H"],
  "positions_angstrom": [[-2.65612, -0.28280, -0.17073], [0.32287, 5.26311, 3.17675], [1.33720, -0.21312, 4.66798], [-2.27828, 0.82539, 4.68700], [3.07650, 1.38791, -1.82502], [2.98443, -0.27758, -2.50798], [-3.32595, 0.84150, 1.08563], [-3.33868, 0.27112, -1.76194], [1.01158, 0.66979, 5.25290], [-0.79293, 3.56512, 5.63677], [4.50150, -1.93725, 0.05007], [0.30359, 4.90465, 5.17992], [-0.24691, 1.21252, 4.75660], [-0.76044, 1.66323, 2.49981], [1.12584, 4.10152, 2.09627], [-2.72351, 1.75814, 1.12904], [-0.21702, 2.04140, 3.61775], [0.32618, 3.29043, 3.85705], [0.19565, 3.81798, 5.21462], [-0.43921, 2.18846, 1.68633], [0.79506, 0.73822, -2.71651], [2.76228, -0.29943, -0.09474], [0.00755, -4.94096, -4.20877], [2.94738, -2.63681, -0.56410], [-1.34985, -0.21021, 5.79655], [-1.34476, 0.26695, 4.81142], [3.37667, 0.33789, -1.68305], [0.79794, 2.24500, -0.06100], [-0.89094, -2.78275, -4.32285], [-4.53868, -1.77762, -0.01172], [-1.28185, -0.51953, 4.04091], [-3.06666, 1.31828, -1.95602], [0.05145, 1.30405, -2.13616], [-3.03821, -2.63379, -0.51186], [3.15244, 0.33320, 2.19183], [4.39360, 0.98644, 1.06170], [1.80309, 1.41838, 5.22848], [-2.97777, -0.36741, -2.58400], [-4.37115, 1.09203, 0.85248], [0.06903, 2.35179, -2.46851], [0.84344, 0.32363, 6.28379], [-3.27263, -2.17493, 1.20138], [0.36336, 1.25069, -0.66057], [0.27654, 4.25546, 2.76888], [3.13772, -2.27408, 1.19118], [-0.65883, 4.13910, 2.21024], [4.47532, 0.26730, -1.65873], [0.10340, -0.48055, 0.31563], [-4.43145, 0.19069, -1.68104], [-3.45772, -1.87471, 0.16166], [-0.93579, 0.89527, -2.38352], [3.32048, 0.80350, 1.21276], [-3.26011, 0.38216, 2.08162], [3.40745, -1.95772, 0.17218], [2.76949, 1.75410, 1.16993], [0.97243, 3.39706, 5.86917]],
  "forces_ev_per_a": [[-0.7264, 0.5121, 1.2735], [0.0706, -0.1078, -0.1263], [-0.0546, 0.1851, 0.0204], [0.0658, -0.2812, -0.0015], [0.1783, -0.3435, 0.0856], [0.2895, 0.2175, 0.2225], [-0.0365, 0.2966, -0.0561], [0.2720, 0.0399, -0.1780], [-0.1488, -0.1162, 0.0989], [0.4618, 0.1797, -0.1180], [-0.3109, -0.1468, 0.0771], [0.0689, -0.2701, 0.0746], [-0.4310, 0.1465, -0.3828], [0.8465, -1.1045, -0.6598], [-0.1307, 0.1624, -0.0720], [-0.2635, -0.2288, -0.0027], [0.3771, 0.8608, 0.6362], [-0.4547, -0.8564, -0.3612], [0.0304, -0.1154, 0.6845], [-0.4841, 0.6938, 0.8198], [-0.0930, 0.1077, 0.2616], [0.2171, 0.2515, 0.8081], [-0.6246, 1.5342, -0.0668], [0.3265, 0.1115, 0.2984], [-0.0123, 0.1141, -0.1908], [-0.1245, 0.1012, -0.0343], [-0.4060, -0.0682, -0.0992], [-1.2650, -3.4938, -1.6769], [0.5569, -1.8040, -0.2994], [0.2630, -0.0392, 0.0761], [0.0048, 0.0444, 0.0651], [-0.1600, -0.3038, 0.0195], [-0.1663, 0.1042, -0.3598], [-0.2622, -0.0066, 0.2110], [0.0698, 0.1161, -0.2557], [-0.1855, 0.0415, 0.1859], [-0.0735, -0.0311, 0.0851], [-0.2320, 0.2562, 0.1907], [0.2173, -0.1422, 0.0286], [0.1263, -0.3003, 0.2025], [0.2480, 0.2250, -0.3013], [-0.0771, 0.0535, -0.2711], [1.1191, 6.3076, -0.5951], [0.1279, -0.2547, -0.0445], [0.1881, -0.0028, -0.3222], [0.0560, 0.2089, -0.0142], [-0.2811, 0.0309, -0.0347], [-0.0846, -2.7338, 0.6101], [0.2248, 0.0292, -0.1169], [0.3823, -0.2361, -0.1811], [0.2347, -0.0485, 0.2694], [0.2279, 0.0817, 0.0579], [0.0485, 0.0740, -0.3358], [-0.1390, -0.0618, -0.1028], [0.2301, -0.2877, -0.0022], [-0.3023, 0.2977, -0.1001]]
}

---

{
  "formula": "C13H34N3O6Ti",
  "method": "ωB97M-V/def2-TZVPD",
  "homo_lumo_gap_ev": [4.25, 8.19],
  "s_squared": 3.752,
  "spin_multiplicity": 4,
  "homo_ev": [-3.949, -7.931],
  "e_tot_ha": -1980.7222,
  "e_above_lowest_ev": 0.000,
  "elements": ["H", "H", "O", "H", "H", "C", "C", "H", "O", "O", "H", "O", "H", "H", "H", "C", "H", "C", "C", "C", "C", "H", "H", "H", "H", "H", "N", "H", "C", "H", "Ti", "H", "H", "H", "N", "H", "H", "N", "H", "O", "H", "H", "C", "C", "C", "O", "H", "H", "H", "H", "H", "H", "H", "H", "C", "H", "C"],
  "positions_angstrom": [[6.99442, -11.69427, 2.04657], [4.98885, -11.82749, 3.26695], [5.12053, -9.24356, 5.20045], [4.51043, -17.34843, 9.35861], [7.63540, -15.93531, 6.10817], [6.70944, -12.84655, 3.90504], [6.01124, -15.45928, 7.36780], [1.10289, -12.17946, 6.18961], [4.33536, -15.31939, 8.95476], [2.43163, -13.43599, 5.05119], [7.32255, -10.90588, 3.53329], [8.86779, -11.89736, 2.81325], [4.20661, -14.87879, 7.10673], [6.98906, -12.81261, 4.95802], [6.19444, -14.13559, 9.00660], [1.87901, -13.70102, 7.49101], [2.39476, -14.63524, 7.26890], [4.08866, -9.87891, 4.94870], [6.95038, -14.34637, 3.40322], [4.01270, -16.46341, 9.75497], [7.43272, -15.19585, 6.88291], [9.25991, -12.13512, 0.70207], [2.96117, -16.72523, 9.87258], [5.92101, -16.53010, 7.18530], [4.50129, -16.38412, 10.72610], [4.80026, -13.38958, 3.35220], [5.24092, -12.62151, 3.83800], [4.95824, -14.95115, 5.59277], [5.83031, -15.15254, 8.86062], [6.43735, -15.80481, 9.48843], [4.39633, -12.41906, 6.27142], [7.88172, -14.80876, 3.73018], [6.84425, -14.47169, 2.32566], [7.58583, -14.16609, 6.56004], [5.05017, -14.72536, 6.57290], [-0.05305, -14.22249, 8.20647], [8.16548, -15.23845, 7.68873], [2.87202, -12.86277, 8.12928], [1.20180, -14.60015, 9.24079], [3.84744, -10.09047, 3.66244], [2.62601, -13.48540, 2.99165], [0.52900, -12.87299, 9.18119], [1.49503, -13.18628, 6.04590], [0.83758, -13.76713, 8.63953], [7.50037, -11.84026, 3.00093], [3.36320, -10.30815, 5.83056], [2.30060, -12.17595, 8.60029], [1.90312, -12.05107, 3.72676], [9.04799, -13.62483, 1.73231], [10.45727, -12.78874, 1.77338], [3.25084, -13.48226, 8.83129], [6.07455, -14.91031, 3.72415], [0.64341, -13.81796, 5.79327], [0.98953, -13.61168, 3.51073], [1.93891, -13.13985, 3.76404], [4.64124, -9.60372, 3.42886], [9.38916, -12.59074, 1.68381]],
  "forces_ev_per_a": [[-0.3025, -0.4658, -0.3142], [0.0073, 0.5313, 0.2177], [1.2125, 0.7046, -0.7762], [-0.1086, -0.2261, -0.5185], [0.5186, 0.3645, -0.0804], [0.8633, -2.4798, -1.9443], [2.1643, -0.3997, -0.4660], [0.5146, 0.5449, -0.7420], [0.9889, -0.1278, 1.8809], [1.3076, -0.5235, 0.6588], [0.1293, 0.4125, -0.0324], [1.5890, -0.3693, -0.0669], [-0.5725, -0.1664, -0.7237], [0.2838, 0.3745, -0.1069], [-0.8209, 0.3298, 0.3580], [0.3548, 1.1024, -0.6565], [-0.6052, -0.5412, 0.4529], [2.1373, 1.3554, 2.4115], [-0.8058, 0.9709, 0.2789], [1.4022, -0.4747, 0.2115], [0.2637, 0.4677, 0.3677], [-0.5955, 0.2497, 0.1346], [-0.0789, 0.7691, -0.3181], [-0.6213, -0.3273, 0.4291], [-0.4252, 0.3546, 0.3871], [0.0409, -0.2686, 0.0052], [0.5092, 0.1334, 0.3701], [0.1428, -0.6450, 0.1451], [-1.5471, -0.1033, -2.2542], [-0.5406, -0.3340, 0.0679], [-0.2078, 0.8582, -0.2034], [-0.1317, 0.1033, 0.1065], [0.3825, 0.5301, -0.2757], [-0.3953, -0.0188, -0.4800], [-0.6409, 1.1322, 0.6917], [-0.6432, 0.1440, 0.1775], [0.0630, -0.7087, 0.1275], [1.4442, 0.6187, -0.9169], [0.0796, 0.5484, 0.7479], [-0.8774, -0.3478, -1.7680], [0.3110, -0.0388, 0.3210], [0.5685, 0.0306, -0.2275], [-2.3250, -1.0819, 2.4316], [-1.4046, -2.7512, -2.4023], [-1.7030, 1.1423, 0.8246], [-2.6820, -2.8445, 1.5284], [0.7705, 0.6462, 0.1454], [-0.3979, 0.0819, -0.4970], [-0.6370, -0.0570, -0.6082], [0.2112, 0.8375, 0.5300], [0.5597, 0.3230, 0.4802], [0.2506, -0.4681, 0.6558], [-0.5759, 0.0354, -0.0395], [-0.2725, 0.0191, 0.5201], [0.3665, 0.8982, -0.5035], [0.4607, 0.4538, -1.4819], [0.0199, -1.2992, 0.7390]]
}